No. 1
C4H5NOS2 | the ωB97M-V functional and the def2-TZVPD basis

- SMILES = OC(=S)[C@@H]1CNC1=S
- HOMO-LUMO gap (eV) = 8.798
- relative energy (zero: lowest compared OMol25 entry of this formula, charge and spin) (kcal per mole) = 66.6
- strongest force on any atom (eV/A) = 7.6
- highest occupied orbital energy (eV) = -8.9
- calculated total energy (a.u.) = -1081.68706

Element x y z (Å)
C  1.191  -1.127  -0.249
C  0.060  -0.269  0.390
C  -1.368  -0.359  0.251
C  0.009  1.246  -0.210
H  2.488  0.436  -0.399
H  0.503  -0.375  1.518
H  -1.572  -1.160  -0.525
H  -2.039  -0.565  1.100
H  -2.116  1.990  -0.182
N  -1.397  1.090  -0.031
O  2.501  -0.592  -0.225
S  0.757  -2.667  -0.504
S  0.983  2.353  -0.935

These are the Mulliken partial charges, in e, on atoms 1 to 8: C 0.16; C 0.14; C -0.35; C 0.04; H 0.27; H 0.22; H 0.23; H 0.24

***

No. 2
C4H5NS | the ωB97M-V functional and the def2-TZVPD basis

- SMILES = CC#CC(N)=S
- HOMO-LUMO gap (eV) = 8.752
- relative energy (zero: lowest compared OMol25 entry of this formula, charge and spin) (kcal per mole) = 37.6
- strongest force on any atom (eV/A) = 4.0
- highest occupied orbital energy (eV) = -8.4
- calculated total energy (a.u.) = -608.29080

Element x y z (Å)
C  2.267  -0.677  -0.002
C  0.890  -0.295  -0.008
C  -0.273  -0.189  -0.082
C  -1.709  -0.031  0.030
H  2.706  -0.774  1.100
H  2.818  0.158  -0.396
H  2.504  -1.599  -0.587
H  -1.367  2.015  -0.056
H  -3.051  1.466  0.001
N  -2.063  1.256  0.003
S  -2.721  -1.329  -0.003

These are the Mulliken partial charges, in e, on atoms 1 to 8: C -1.20; C 1.11; C -0.37; C -0.16; H 0.26; H 0.31; H 0.28; H 0.24

***

No. 3
C4H5NS | the ωB97M-V functional and the def2-TZVPD basis

- SMILES = C#CC(=S)NC
- HOMO-LUMO gap (eV) = 8.827
- relative energy (zero: lowest compared OMol25 entry of this formula, charge and spin) (kcal per mole) = 50.7
- strongest force on any atom (eV/A) = 5.1
- highest occupied orbital energy (eV) = -8.5
- calculated total energy (a.u.) = -608.26994

Element x y z (Å)
C  1.049  1.381  -0.595
C  -0.407  -0.469  -0.460
C  -0.974  -1.346  0.533
C  -1.310  -2.075  1.387
H  1.538  2.022  0.181
H  0.388  2.063  -1.167
H  1.805  0.884  -1.249
H  0.492  0.392  1.164
H  -1.969  -2.690  2.033
N  0.354  0.409  0.158
S  -0.965  -0.571  -1.985

These are the Mulliken partial charges, in e, on atoms 1 to 8: C -0.89; C 0.25; C -0.74; C 0.24; H 0.33; H 0.30; H 0.29; H 0.30

***

No. 4
C4H5NS | the ωB97M-V functional and the def2-TZVPD basis

- SMILES = C1=NS[C@@H]2C[C@H]12
- HOMO-LUMO gap (eV) = 9.360
- relative energy (zero: lowest compared OMol25 entry of this formula, charge and spin) (kcal per mole) = 30.7
- strongest force on any atom (eV/A) = 2.0
- highest occupied orbital energy (eV) = -8.4
- calculated total energy (a.u.) = -608.30174

Element x y z (Å)
C  0.817  -0.616  0.651
C  -0.119  -1.009  -0.387
C  -0.679  1.340  -0.051
C  0.495  0.411  -0.366
H  1.799  -1.010  0.474
H  0.536  -0.388  1.652
H  0.185  -1.742  -1.127
H  -0.600  2.421  0.058
H  1.232  0.626  -1.135
N  -1.824  0.812  0.214
S  -1.842  -0.844  0.016

These are the Mulliken partial charges, in e, on atoms 1 to 8: C -0.56; C -0.16; C -0.22; C -0.18; H 0.25; H 0.24; H 0.36; H 0.39

***

No. 5
C4H5NS | the ωB97M-V functional and the def2-TZVPD basis

- HOMO-LUMO gap (spin up / spin down) (eV) = 7.928 / 7.913
- relative energy (zero: lowest compared OMol25 entry of this formula, charge and spin) (kcal per mole) = 48.3
- <S²> = 2.03
- strongest force on any atom (eV/A) = 4.8
- highest occupied orbital energy (spin up / spin down) (eV) = -7.3 / -9.6
- 2S+1 = 3
- calculated total energy (a.u.) = -608.15034

Element x y z (Å)
C  -1.474  -0.041  0.314
C  1.189  -1.180  0.796
C  -0.658  0.991  0.078
C  1.349  0.173  0.944
N  0.596  1.114  0.731
S  1.652  -2.105  -0.492
H  -2.394  -0.137  -0.142
H  -1.116  -0.695  1.049
H  -0.877  1.863  -0.399
H  2.370  0.379  1.374
H  2.468  -1.275  -1.188

These are the Mulliken partial charges, in e, on atoms 1 to 8: C -0.74; C -0.32; C -0.11; C 0.32; N -0.52; S -0.20; H 0.30; H 0.33

***

No. 6
C4H5NS2 | the ωB97M-V functional and the def2-TZVPD basis

- SMILES = NC=C(C=S)C=S
- HOMO-LUMO gap (eV) = 7.852
- relative energy (zero: lowest compared OMol25 entry of this formula, charge and spin) (kcal per mole) = 24.9
- strongest force on any atom (eV/A) = 1.3
- highest occupied orbital energy (eV) = -8.3
- calculated total energy (a.u.) = -1006.51385

Element x y z (Å)
C  -0.398  0.939  -0.040
C  0.418  -0.168  0.015
C  -0.070  -1.542  0.053
C  1.850  0.059  0.029
H  -2.277  0.132  -0.084
H  -2.192  1.920  -0.120
H  0.077  1.934  -0.059
H  0.713  -2.318  0.127
H  2.162  1.117  0.164
N  -1.721  1.007  -0.004
S  -1.617  -2.069  -0.030
S  3.054  -1.012  -0.050

These are the Mulliken partial charges, in e, on atoms 1 to 8: C 0.05; C 0.55; C -0.26; C -0.42; H 0.08; H 0.26; H 0.27; H 0.25

***

No. 7
C4H5NS3 | the ωB97M-V functional and the def2-TZVPD basis

- SMILES = CSC(=S)[C@H](S)C#N
- HOMO-LUMO gap (eV) = 8.412
- relative energy (zero: lowest compared OMol25 entry of this formula, charge and spin) (kcal per mole) = 50.4
- strongest force on any atom (eV/A) = 3.1
- highest occupied orbital energy (eV) = -9.4
- calculated total energy (a.u.) = -1404.65276

Element x y z (Å)
C  -2.525  1.085  0.436
C  -0.468  -0.335  -0.328
C  0.944  -0.369  -0.627
C  1.577  0.922  -0.877
H  -3.045  0.011  0.635
H  -2.666  1.904  1.270
H  -2.697  1.436  -0.666
H  1.000  -1.082  -1.374
H  1.369  -0.213  1.876
N  2.039  1.978  -0.928
S  -0.807  1.148  0.522
S  -1.418  -1.612  -0.583
S  1.888  -1.018  0.882

These are the Mulliken partial charges, in e, on atoms 1 to 8: C -0.83; C 0.23; C -0.38; C 0.26; H 0.30; H 0.28; H 0.29; H 0.45

***

No. 8
C4H5NS3 | the ωB97M-V functional and the def2-TZVPD basis

- SMILES = C=CS/C=N/SC=S
- HOMO-LUMO gap (eV) = 8.117
- relative energy (zero: lowest compared OMol25 entry of this formula, charge and spin) (kcal per mole) = 62.9
- strongest force on any atom (eV/A) = 3.8
- highest occupied orbital energy (eV) = -8.5
- calculated total energy (a.u.) = -1404.63273

Element x y z (Å)
C  3.741  0.317  0.047
C  2.418  0.394  -0.121
C  -0.251  -0.113  0.083
C  -4.051  -0.651  -0.099
H  4.345  1.195  0.125
H  4.349  -0.659  0.306
H  1.908  1.354  -0.410
H  -0.180  1.028  0.485
H  -3.733  -1.682  -0.205
N  -1.411  -0.655  -0.234
S  1.261  -0.914  0.024
S  -2.756  0.482  -0.095
S  -5.639  -0.097  0.093

These are the Mulliken partial charges, in e, on atoms 1 to 8: C -0.59; C -0.01; C 0.12; C -0.21; H 0.27; H 0.18; H 0.23; H 0.22

***

No. 9
C4H5O2Pr | the ωB97M-V functional and the def2-TZVPD basis

- HOMO-LUMO gap (spin up / spin down) (eV) = 8.016 / 8.113
- relative energy (zero: lowest compared OMol25 entry of this formula, charge and spin) (kcal per mole) = 48.7
- <S²> = 3.75
- strongest force on any atom (eV/A) = 5.4
- total charge = +3
- highest occupied orbital energy (spin up / spin down) (eV) = -20.2 / -20.3
- 2S+1 = 4
- calculated total energy (a.u.) = -821.56395

Element x y z (Å)
H  -1.535  2.789  -0.228
C  -0.583  2.202  -0.725
C  -1.263  1.125  -0.311
O  -1.821  0.101  -0.523
Pr  -3.067  -2.096  0.609
H  0.348  2.446  -0.208
O  1.746  0.943  -3.203
C  0.869  1.774  -3.008
C  0.014  2.705  -3.342
H  1.912  0.310  -2.470
H  -0.972  2.401  -3.712
H  0.337  3.751  -3.348

These are the Mulliken partial charges, in e, on atoms 1 to 8: H 0.30; C -0.87; C 0.67; O -0.54; Pr 1.93; H 0.51; O -0.22; C 0.66

***

No. 10
C4H5O2Rb | the ωB97M-V functional and the def2-TZVPD basis

- HOMO-LUMO gap (spin up / spin down) (eV) = 4.567 / 7.833
- relative energy (zero: lowest compared OMol25 entry of this formula, charge and spin) (kcal per mole) = 0.0
- <S²> = 0.77
- strongest force on any atom (eV/A) = 1.1
- total charge = +1
- highest occupied orbital energy (spin up / spin down) (eV) = -8.9 / -12.2
- 2S+1 = 2
- calculated total energy (a.u.) = -329.67967

Element x y z (Å)
O  0.169  2.580  -1.474
C  0.101  1.446  -1.167
Rb  -0.805  6.629  -3.570
H  -0.163  -0.486  -1.599
O  0.165  -1.914  2.297
C  0.177  -1.742  0.888
C  0.186  -0.286  0.569
C  -0.061  0.193  -0.734
H  -0.632  -2.388  2.549
H  -0.699  -2.226  0.425
H  1.080  -2.219  0.464
H  0.482  0.412  1.354

These are the Mulliken partial charges, in e, on atoms 1 to 8: O -0.44; C 0.51; Rb 1.00; H 0.26; O -0.51; C -0.29; C -0.32; C -0.41

***

Q: Number 7 is which compound?
A: C4H5NS3

***

Copy entry 10 word for word.
C4H5O2Rb | the ωB97M-V functional and the def2-TZVPD basis

- HOMO-LUMO gap (spin up / spin down) (eV) = 4.567 / 7.833
- relative energy (zero: lowest compared OMol25 entry of this formula, charge and spin) (kcal per mole) = 0.0
- <S²> = 0.77
- strongest force on any atom (eV/A) = 1.1
- total charge = +1
- highest occupied orbital energy (spin up / spin down) (eV) = -8.9 / -12.2
- 2S+1 = 2
- calculated total energy (a.u.) = -329.67967

Element x y z (Å)
O  0.169  2.580  -1.474
C  0.101  1.446  -1.167
Rb  -0.805  6.629  -3.570
H  -0.163  -0.486  -1.599
O  0.165  -1.914  2.297
C  0.177  -1.742  0.888
C  0.186  -0.286  0.569
C  -0.061  0.193  -0.734
H  -0.632  -2.388  2.549
H  -0.699  -2.226  0.425
H  1.080  -2.219  0.464
H  0.482  0.412  1.354

These are the Mulliken partial charges, in e, on atoms 1 to 8: O -0.44; C 0.51; Rb 1.00; H 0.26; O -0.51; C -0.29; C -0.32; C -0.41

***

Q: calculated total energy of number 7 (C4H5NS3)?
A: -1404.65276 a.u.

***

Q: Which formula does entry 5 have?
A: C4H5NS